A 17-piece molecular cluster, H34O17 overall in a non-equilibrium geometry, computed with ωB97M-V/def2-TZVPD.

For the highest occupied orbital energy, the calculation gives -9.51 eV. For the HOMO-LUMO gap, the calculation gives 8.69 eV. As for the multiplicity: 1. The energy above the lowest of the compared OMol25 structures with the same formula, charge and spin comes out at 63.5 kcal per mole. The calculation puts the lowest unoccupied orbital energy at -0.82 eV.

Geometry as XYZ:
```
51
Properties=species:S:1:pos:R:3:forces:R:3
O 1.6335 -1.4362 -2.8722 1.4407 -1.1843 -0.2187
H 2.1415 -2.0632 -3.4232 0.1624 0.3906 0.4463
H 0.8225 -1.4122 -3.3582 -1.6492 0.7049 -0.2902
O -0.7155 0.1208 -3.0292 2.6942 -0.2920 -1.7354
H -1.6145 -0.0902 -3.0762 -1.7568 -0.3297 0.3395
H -0.3695 0.2078 -2.1382 -0.7615 0.0959 0.7647
O 1.8725 2.9158 -0.0242 0.5763 -0.7195 0.9854
H 1.2365 2.6648 -0.6972 -0.3308 0.2129 -0.3984
H 1.5325 2.3988 0.7298 0.2617 0.6456 -0.2881
O -1.0615 3.0928 0.6978 -0.0310 -0.5370 0.1519
H -1.6285 2.3288 0.8658 -0.4396 0.2303 0.4387
H -0.6915 2.8198 -0.1472 0.3789 0.6501 -0.0942
O 2.6785 -0.3552 -0.4282 1.9249 -0.7012 -0.9053
H 3.6495 -0.3522 -0.2362 -1.0743 0.4233 -0.0618
H 2.6655 -0.7692 -1.3222 -0.2784 0.3129 0.6810
O -2.7285 1.5398 -1.7962 0.8237 0.2571 1.1032
H -3.3315 1.2218 -2.4432 -0.8176 -0.4263 -0.7586
H -2.3225 0.7768 -1.3532 -0.4428 0.3580 0.0492
O -1.1255 1.9028 3.6208 -0.0685 -0.2637 2.7383
H -0.9355 1.4608 2.7998 -0.1853 -0.5059 -0.2783
H -1.0215 1.2738 4.4028 -0.0296 1.1134 -1.9966
O 2.5845 -1.5252 2.1198 -0.3441 0.4645 0.4931
H 3.2225 -2.2002 1.9558 0.6943 -0.8577 0.1963
H 2.5965 -1.0162 1.3098 -0.3611 0.2633 -0.3691
O -2.5265 -1.6042 0.6088 -1.0861 0.0931 0.5384
H -3.4015 -1.8562 0.2928 -0.0148 -0.1019 0.1607
H -1.9435 -1.7642 -0.1052 0.7794 -0.2796 -1.4491
O -0.0255 0.3028 -0.4492 -1.3602 -0.2131 -0.1853
H -0.1175 0.1998 0.5158 -0.0043 0.1855 0.2436
H 0.8165 -0.0812 -0.6242 1.2183 -0.1966 0.0454
O -2.6015 0.9048 1.4188 -0.5143 0.0634 0.2597
H -2.5595 -0.0222 1.1128 -0.3289 0.2862 0.3482
H -3.1915 0.9498 2.1948 0.4944 -0.0781 -0.6147
O 1.4555 -3.3942 -0.7352 0.1587 -1.3313 0.5304
H 1.4565 -2.6742 -1.3422 0.0655 1.0633 -0.8648
H 2.2665 -3.3402 -0.2232 0.0947 0.0862 -0.0396
O -2.1235 -1.3582 3.3908 -0.3586 -1.4994 0.0064
H -2.3415 -0.6662 3.9788 -0.5140 1.0721 1.2082
H -1.5655 -0.9182 2.7698 0.4893 0.4011 -0.7092
O 2.1665 1.4178 -3.0722 0.0541 -0.4387 -0.0254
H 1.9035 0.4928 -3.0072 -0.4210 -0.0224 -0.4893
H 2.9405 1.3798 -2.5102 0.3680 0.7684 0.3459
O -0.1195 -2.9132 1.3498 -0.6866 0.4031 0.9388
H -0.5685 -2.2122 0.8878 -0.5793 0.3660 0.3800
H 0.4335 -3.1832 0.6338 1.1098 -0.8519 -0.7232
O 0.1025 -0.0972 2.1298 -0.6636 0.6069 -0.6128
H 0.2915 -0.9922 2.3628 0.7642 -1.5349 0.2803
H 0.7255 0.4528 2.5838 0.7012 0.4283 0.5206
O -0.1115 2.7508 -1.8332 -0.0418 0.8968 0.0173
H -0.9215 2.2748 -1.9762 -0.9309 -0.1813 -0.3011
H 0.4725 2.4438 -2.5122 0.8200 -0.2968 -0.8022
```
Positions in Å, forces in eV/Å.